No. 1
Molecular formula: C6H4N6
Method: DFT, wB97M-V/def2-TZVPD

Output
Energy above the lowest of the compared OMol25 structures with the same formula, charge and spin   0.0 kJ/mol
E   -559.574292 a.u.
Gap between HOMO and LUMO   8.347 eV
LUMO level   -0.55 eV

```
16
C6H4N6 | the OMol25 dataset | wB97M-V/def2-TZVPD
N -0.07 2.22 -0.02
N 0.02 -2.43 -0.03
N -3.60 0.65 -0.04
N 2.08 -1.32 -0.03
N -1.23 -1.98 0.02
N 1.94 1.14 -0.02
C -1.36 -0.64 0.00
C 0.72 -1.32 0.01
C -0.08 -0.17 0.01
C 2.57 -0.06 -0.03
C 0.57 1.04 0.02
C -2.61 0.07 -0.03
H -1.06 2.31 0.10
H 0.51 3.08 0.03
H 3.65 0.02 -0.04
H -2.06 -2.59 0.04
```

Here are the Löwdin charges for atoms 1 to 5, given in e:
1 N 0.164
2 N 0.145
3 N 0.170
4 N 0.124
5 N 0.045

---

No. 2
Molecular formula: C6H4O
Method: DFT, wB97M-V/def2-TZVPD

Output
Energy above the lowest of the compared OMol25 structures with the same formula, charge and spin   389.6 kJ/mol
E   -306.063140 a.u.
Gap between HOMO and LUMO   9.936 eV
LUMO level   0.69 eV

```
11
C6H4O | the OMol25 dataset | wB97M-V/def2-TZVPD
O -0.62 -2.54 -0.06
C -0.49 3.72 0.09
C -0.28 1.17 -0.33
C -0.29 -0.03 -0.50
C -0.37 2.53 -0.11
C 0.05 -1.42 -0.62
C 0.52 -2.08 0.65
H -0.59 4.76 0.27
H 0.31 -1.68 -1.67
H 1.52 -2.50 0.57
H 0.23 -1.93 1.71
```

Here are the Löwdin charges for atoms 1 to 5, given in e:
1 O -0.031
2 C 0.128
3 C -0.040
4 C 0.050
5 C -0.152

---

No. 3
Molecular formula: C6H4O
Method: DFT, wB97M-V/def2-TZVPD

Output
Energy above the lowest of the compared OMol25 structures with the same formula, charge and spin   346.8 kJ/mol
E   -306.079461 a.u.
Gap between HOMO and LUMO   8.881 eV
LUMO level   -0.68 eV

```
11
C6H4O | the OMol25 dataset | wB97M-V/def2-TZVPD
O -0.88 0.28 1.04
C 1.34 0.11 0.56
C 0.44 0.42 1.49
C -1.94 -0.52 -0.94
C -0.85 -0.23 -0.21
C 0.56 -0.14 -0.69
C -2.83 -0.70 -1.82
H 0.30 0.80 -1.21
H 0.93 -0.85 -1.43
H 2.41 0.05 0.70
H 0.52 0.77 2.51
```

Here are the Löwdin charges for atoms 1 to 5, given in e:
1 O 0.060
2 C -0.035
3 C -0.073
4 C -0.190
5 C -0.291